1.
154
Properties=species:S:1:pos:R:3 method="wB97M-V/def2-TZVPD" smiles="CCOS(C)(=O)=O.CCOS(C)(=O)=O.CCOS(C)(=O)=O.CCOS(C)(=O)=O.CCOS(C)(=O)=O.CCOS(C)(=O)=O.c1ccccc1.c1ccccc1.CCCCCC.CCCCCC" homo_lumo_gap_ev=9.2782
O -5.333 -8.430 2.524
S -4.188 -7.532 2.323
O -4.019 -6.865 1.019
O -4.220 -6.492 3.645
C -3.699 -5.209 3.530
C -4.547 -4.247 2.691
C -2.616 -8.331 2.647
H -2.710 -5.257 3.075
H -3.505 -4.857 4.543
H -5.372 -3.973 3.349
H -4.861 -4.601 1.709
H -3.865 -3.413 2.527
H -1.762 -7.696 2.883
H -2.293 -8.757 1.697
H -2.881 -9.017 3.451
O -2.193 5.732 -1.960
S -2.596 7.054 -2.491
O -2.697 8.250 -1.623
O -1.701 7.420 -3.902
C -2.010 8.601 -4.605
C -0.793 9.109 -5.330
C -4.262 6.880 -3.262
H -2.378 9.462 -4.047
H -2.692 8.161 -5.334
H 0.070 9.348 -4.709
H -1.041 9.956 -5.970
H -0.386 8.373 -6.023
H -4.213 6.126 -4.047
H -4.380 7.938 -3.498
H -5.037 6.639 -2.534
O 2.864 -8.450 0.571
S 2.970 -9.003 -0.811
O 1.915 -9.937 -1.239
O 3.118 -7.757 -1.904
C 2.890 -8.087 -3.262
C 3.183 -6.830 -4.056
C 4.671 -9.768 -0.958
H 1.862 -8.341 -3.520
H 3.618 -8.830 -3.589
H 2.435 -6.067 -3.840
H 3.156 -6.909 -5.143
H 4.198 -6.570 -3.755
H 5.318 -8.913 -0.765
H 4.703 -10.183 -1.965
H 4.773 -10.549 -0.204
O -5.222 7.797 6.852
S -4.771 7.656 5.470
O -4.096 8.790 4.834
O -3.709 6.354 5.534
C -2.692 6.284 4.496
C -1.687 5.217 4.911
C -6.112 6.948 4.432
H -2.191 7.235 4.310
H -3.118 6.013 3.530
H -2.174 4.243 4.952
H -1.325 5.475 5.907
H -0.764 5.211 4.330
H -5.646 6.876 3.449
H -6.929 7.669 4.418
H -6.399 5.954 4.775
O -5.735 -5.799 -10.138
S -5.757 -4.438 -9.539
O -6.948 -3.898 -8.874
O -4.515 -4.282 -8.381
C -4.452 -3.138 -7.520
C -2.950 -2.830 -7.170
C -5.204 -3.198 -10.868
H -4.893 -3.412 -6.562
H -5.077 -2.298 -7.824
H -2.638 -3.697 -6.588
H -2.868 -2.006 -6.462
H -2.294 -2.798 -8.039
H -5.977 -3.099 -11.629
H -4.211 -3.572 -11.119
H -5.116 -2.232 -10.370
O -5.815 2.641 1.799
S -7.107 2.286 1.158
O -8.077 1.436 1.818
O -7.946 3.679 0.675
C -9.357 3.523 0.272
C -10.022 4.953 0.179
C -6.745 1.550 -0.513
H -9.864 2.893 1.003
H -9.408 3.072 -0.719
H -9.425 5.570 -0.493
H -9.941 5.353 1.190
H -11.066 4.951 -0.135
H -7.685 1.353 -1.029
H -6.086 0.699 -0.343
H -6.189 2.283 -1.097
C 0.225 -2.382 -0.583
C -0.191 -1.069 -0.500
C -0.100 -0.386 0.696
C 0.458 -0.984 1.852
C 0.980 -2.255 1.774
C 0.771 -2.967 0.560
H 0.152 -2.947 -1.500
H -0.528 -0.492 -1.349
H -0.407 0.649 0.704
H 0.583 -0.321 2.696
H 1.519 -2.668 2.614
H 1.166 -3.966 0.448
C 4.662 -0.150 9.319
C 4.296 1.196 9.321
C 3.056 1.535 8.839
C 2.226 0.607 8.275
C 2.642 -0.715 8.143
C 3.902 -1.054 8.609
H 5.623 -0.395 9.744
H 4.858 1.921 9.891
H 2.721 2.557 8.935
H 1.242 0.929 7.969
H 1.931 -1.345 7.630
H 4.131 -2.108 8.561
C 3.745 0.789 -4.249
C 4.398 1.590 -3.121
C 3.686 2.881 -2.790
C 4.252 3.635 -1.577
C 3.918 5.133 -1.526
C 4.081 5.780 -0.137
H 2.700 0.753 -3.942
H 4.162 -0.217 -4.290
H 3.876 1.222 -5.241
H 4.599 0.914 -2.290
H 5.402 1.904 -3.405
H 2.616 2.754 -2.627
H 3.685 3.422 -3.737
H 4.044 3.018 -0.702
H 5.335 3.646 -1.704
H 4.450 5.781 -2.222
H 2.857 5.258 -1.744
H 3.946 6.862 -0.130
H 3.417 5.196 0.500
H 5.122 5.640 0.155
C 7.271 -4.889 2.240
C 7.370 -3.482 2.930
C 8.000 -2.435 1.939
C 7.951 -0.943 2.405
C 8.519 0.058 1.343
C 10.030 -0.047 1.177
H 8.275 -5.283 2.083
H 6.760 -4.796 1.282
H 6.697 -5.646 2.774
H 6.375 -3.193 3.267
H 7.973 -3.585 3.833
H 7.414 -2.613 1.037
H 8.990 -2.755 1.617
H 6.923 -0.710 2.680
H 8.531 -0.745 3.307
H 8.089 -0.266 0.395
H 8.129 1.008 1.710
H 10.418 0.680 0.463
H 10.463 0.061 2.171
H 10.320 -1.012 0.760

=====

2.
94
Properties=species:S:1:pos:R:3 method="wB97M-V/def2-TZVPD" s_squared=0.8100 spin_multiplicity=2 homo_lumo_gap_ev="6.7057 / 4.7281" e_above_lowest_kcal_mol=5.62
Sn 0.801 0.652 -0.075
O -1.351 -2.882 -2.638
C -0.675 -3.321 -3.726
C -1.286 -4.272 -4.535
C -0.623 -4.762 -5.646
C 0.650 -4.308 -5.975
C 1.260 -3.368 -5.166
C 0.616 -2.879 -4.035
C 1.321 -1.919 -3.108
O 0.596 -0.814 -2.724
N 1.628 -2.698 -1.873
N 0.953 -2.584 -0.803
C 1.249 -3.410 0.196
C 0.527 -3.374 1.392
Br -1.032 -2.340 1.489
C 0.887 -4.088 2.517
C 2.164 -4.704 2.778
C 2.198 -5.818 3.634
C 3.392 -6.446 3.919
C 4.580 -5.947 3.393
C 4.569 -4.816 2.588
C 3.373 -4.192 2.279
H -1.000 -2.019 -2.362
H -2.286 -4.598 -4.281
H -1.112 -5.495 -6.273
H 1.151 -4.675 -6.860
H 2.241 -2.981 -5.417
H 2.304 -1.654 -3.512
H 2.315 -3.446 -1.978
H 2.047 -4.142 0.088
H 0.138 -4.178 3.295
H 1.272 -6.189 4.055
H 3.407 -7.314 4.564
H 5.519 -6.427 3.636
H 5.498 -4.399 2.225
H 3.371 -3.261 1.728
F 4.049 -1.448 3.996
C 3.543 -0.240 3.723
F 3.429 0.446 4.853
F 4.378 0.395 2.907
S 1.894 -0.453 2.930
O 2.188 -1.230 1.745
O 1.058 -1.049 3.924
N 1.524 1.008 2.458
S 0.368 1.863 3.202
O 0.368 1.728 4.622
O -0.854 1.755 2.455
C 1.002 3.588 2.860
F 0.453 4.082 1.761
F 2.326 3.608 2.738
F 0.655 4.355 3.892
C -3.539 0.319 1.235
N -4.991 0.492 1.136
C -5.244 1.782 0.486
N -4.635 1.862 -0.842
C -3.192 1.647 -0.701
N -2.882 0.350 -0.076
C -3.472 -0.698 -0.915
N -4.921 -0.545 -1.068
C -5.520 -0.563 0.269
C -5.174 0.774 -1.659
H -3.339 -0.644 1.712
H -3.120 1.106 1.862
H -4.838 2.578 1.113
H -6.323 1.925 0.392
H -2.769 2.443 -0.084
H -2.731 1.685 -1.686
H -3.268 -1.675 -0.470
H -3.010 -0.663 -1.905
H -5.322 -1.534 0.731
H -6.600 -0.436 0.174
H -6.253 0.910 -1.768
H -4.714 0.811 -2.649
C 5.154 1.403 -4.022
N 4.627 0.721 -2.850
C 3.921 1.193 -1.819
S 3.412 0.020 -0.636
N 3.635 2.464 -1.622
C 3.780 3.598 -2.527
H 5.475 0.638 -4.724
H 6.013 2.030 -3.782
H 4.383 1.992 -4.510
H 4.813 -0.264 -2.774
H 2.934 2.603 -0.896
H 4.816 3.750 -2.816
H 3.450 4.476 -1.980
H 3.148 3.486 -3.407
F 1.354 2.564 -0.225
Sb 0.187 0.662 -4.014
F -1.353 -0.280 -4.543
F -0.700 1.388 -2.503
F -0.246 2.111 -5.111
F 1.759 1.544 -3.418
F 1.252 -0.191 -5.328

=====

Number 1: E -146839.57430 eV. Number 2: E -201776.08173 eV.